Record 1
{"formula": "C47H110B2NO2P", "method": "the ωB97M-V functional and the def2-TZVPD basis", "species": ["C", "C", "C", "C", "C", "B", "P", "N", "B", "O", "O", "H", "H", "H", "H", "H", "H", "H", "H", "H", "H", "H", "H", "C", "C", "C", "C", "C", "C", "H", "H", "H", "H", "H", "H", "H", "H", "H", "H", "H", "H", "H", "H", "C", "C", "C", "C", "C", "C", "H", "H", "H", "H", "H", "H", "H", "H", "H", "H", "H", "H", "H", "H", "C", "C", "C", "C", "C", "C", "H", "H", "H", "H", "H", "H", "H", "H", "H", "H", "H", "H", "H", "H", "C", "C", "C", "C", "C", "C", "H", "H", "H", "H", "H", "H", "H", "H", "H", "H", "H", "H", "H", "H", "C", "C", "C", "C", "C", "C", "H", "H", "H", "H", "H", "H", "H", "H", "H", "H", "H", "H", "H", "H", "C", "C", "C", "C", "C", "C", "H", "H", "H", "H", "H", "H", "H", "H", "H", "H", "H", "H", "H", "H", "C", "C", "C", "C", "C", "C", "H", "H", "H", "H", "H", "H", "H", "H", "H", "H", "H", "H", "H", "H"], "coordinates": [[-1.833, 3.823, 3.387], [-2.478, 4.313, 2.494], [-3.313, 4.721, 1.371], [-2.473, 5.088, 0.133], [-2.286, 3.933, -0.867], [-2.200, 2.511, -0.176], [-0.461, 1.966, 0.437], [0.410, 1.474, -0.816], [-3.544, 1.491, -0.014], [-3.331, 0.118, -0.028], [-4.863, 1.938, 0.099], [-1.322, 3.293, 4.139], [-4.106, 4.007, 1.177], [-3.808, 5.634, 1.704], [-1.535, 5.510, 0.474], [-2.982, 5.899, -0.382], [-1.326, 4.098, -1.369], [-3.034, 3.915, -1.657], [-0.518, 0.859, 1.324], [0.208, 3.077, 1.006], [1.222, 2.070, -0.927], [-3.793, -0.292, 0.709], [-5.184, 1.788, 0.993], [4.036, 2.740, 1.141], [4.730, 3.441, -0.023], [5.025, 2.511, -1.197], [5.974, 1.354, -0.884], [7.345, 1.763, -0.348], [8.156, 2.597, -1.335], [4.655, 1.950, 1.569], [3.817, 3.454, 1.937], [3.091, 2.296, 0.815], [5.648, 3.919, 0.331], [4.086, 4.250, -0.380], [5.430, 3.103, -2.023], [4.082, 2.092, -1.564], [6.110, 0.765, -1.797], [5.500, 0.682, -0.163], [7.907, 0.855, -0.112], [7.238, 2.308, 0.594], [8.313, 2.052, -2.268], [9.136, 2.836, -0.917], [7.661, 3.541, -1.569], [-1.585, 5.247, -5.988], [-0.103, 5.490, -6.255], [0.764, 4.250, -6.043], [0.765, 3.700, -4.616], [1.210, 4.692, -3.544], [2.650, 5.167, -3.718], [-1.766, 4.959, -4.951], [-2.162, 6.153, -6.182], [-1.972, 4.457, -6.634], [0.253, 6.315, -5.631], [0.016, 5.820, -7.291], [1.789, 4.479, -6.347], [0.422, 3.458, -6.717], [1.419, 2.824, -4.581], [-0.235, 3.335, -4.364], [1.118, 4.206, -2.568], [0.538, 5.556, -3.520], [3.343, 4.323, -3.699], [2.928, 5.848, -2.911], [2.788, 5.703, -4.659], [5.726, -5.515, 0.114], [5.291, -5.121, -1.292], [5.893, -3.799, -1.763], [5.494, -2.578, -0.933], [3.991, -2.319, -0.835], [3.336, -2.028, -2.181], [5.400, -4.785, 0.857], [5.293, -6.478, 0.388], [6.814, -5.604, 0.175], [4.200, -5.085, -1.343], [5.603, -5.910, -1.984], [5.616, -3.637, -2.809], [6.985, -3.882, -1.753], [5.975, -1.694, -1.365], [5.901, -2.677, 0.078], [3.831, -1.460, -0.177], [3.490, -3.166, -0.357], [3.792, -1.156, -2.655], [2.273, -1.819, -2.051], [3.423, -2.875, -2.865], [7.264, -3.691, 3.284], [6.538, -4.934, 3.790], [6.105, -4.830, 5.252], [7.249, -4.679, 6.256], [8.289, -5.798, 6.224], [7.715, -7.167, 6.573], [8.191, -3.513, 3.831], [7.523, -3.805, 2.229], [6.633, -2.805, 3.380], [7.168, -5.815, 3.640], [5.647, -5.089, 3.177], [5.510, -5.711, 5.507], [5.433, -3.973, 5.363], [6.821, -4.621, 7.262], [7.755, -3.723, 6.092], [9.078, -5.556, 6.940], [8.770, -5.841, 5.243], [7.268, -7.159, 7.570], [8.502, -7.924, 6.565], [6.953, -7.481, 5.859], [-9.954, 5.591, 2.093], [-8.456, 5.830, 1.930], [-7.620, 4.562, 2.090], [-7.706, 3.899, 3.467], [-7.308, 4.793, 4.641], [-5.856, 5.255, 4.577], [-10.199, 5.226, 3.092], [-10.507, 6.519, 1.940], [-10.313, 4.862, 1.364], [-8.127, 6.596, 2.637], [-8.274, 6.239, 0.933], [-6.575, 4.797, 1.863], [-7.933, 3.833, 1.336], [-7.064, 3.012, 3.465], [-8.723, 3.532, 3.633], [-7.459, 4.233, 5.568], [-7.969, 5.662, 4.700], [-5.177, 4.399, 4.561], [-5.609, 5.863, 5.449], [-5.664, 5.861, 3.690], [-15.322, 2.314, -1.478], [-14.070, 3.029, -0.981], [-13.480, 2.411, 0.286], [-14.395, 2.448, 1.511], [-14.863, 3.843, 1.925], [-13.719, 4.767, 2.330], [-16.131, 2.361, -0.748], [-15.684, 2.775, -2.398], [-15.112, 1.264, -1.689], [-14.290, 4.088, -0.821], [-13.311, 2.992, -1.767], [-12.538, 2.915, 0.519], [-13.218, 1.368, 0.083], [-13.867, 1.988, 2.352], [-15.273, 1.821, 1.331], [-15.548, 3.740, 2.770], [-15.441, 4.305, 1.120], [-13.155, 4.344, 3.164], [-14.106, 5.737, 2.644], [-13.029, 4.942, 1.503], [6.589, -12.327, -1.917], [6.939, -11.571, -3.194], [7.309, -10.108, -2.952], [6.195, -9.250, -2.349], [4.899, -9.205, -3.159], [5.076, -8.594, -4.545], [5.714, -11.902, -1.422], [6.362, -13.371, -2.141], [7.423, -12.309, -1.213], [6.109, -11.641, -3.903], [7.788, -12.066, -3.672], [7.639, -9.667, -3.896], [8.175, -10.068, -2.284], [6.573, -8.230, -2.228], [5.967, -9.606, -1.340], [4.167, -8.610, -2.606], [4.471, -10.207, -3.250], [5.460, -7.574, -4.475], [4.120, -8.556, -5.070], [5.763, -9.177, -5.160]], "lowdin_charge": [0.1169, -0.1440, -0.2104, -0.1827, -0.1700, -0.2538, 0.7244, -0.3156, -0.5674, 0.1256, 0.1198, 0.0233, 0.0963, 0.1118, 0.1139, 0.1103, 0.0856, 0.1054, -0.0030, 0.0013, -0.0783, 0.1017, 0.0979, -0.1046, -0.2630, -0.2271, -0.2345, -0.2645, -0.1105, 0.0671, 0.0692, 0.0552, 0.0994, 0.0979, 0.0987, 0.1041, 0.1041, 0.0939, 0.1036, 0.0989, 0.0749, 0.0683, 0.0647, -0.1114, -0.2710, -0.2285, -0.2242, -0.2721, -0.1073, 0.0593, 0.0678, 0.0750, 0.0971, 0.1029, 0.1002, 0.1094, 0.1118, 0.0993, 0.0840, 0.0979, 0.0685, 0.0676, 0.0654, -0.1119, -0.2646, -0.2213, -0.2273, -0.2643, -0.1033, 0.0509, 0.0717, 0.0783, 0.1018, 0.0868, 0.1020, 0.1102, 0.0934, 0.0954, 0.0971, 0.0985, 0.0702, 0.0710, 0.0647, -0.1075, -0.2711, -0.2283, -0.2310, -0.2717, -0.1131, 0.0659, 0.0570, 0.0771, 0.1015, 0.0907, 0.1007, 0.1095, 0.1084, 0.0999, 0.1033, 0.0977, 0.0741, 0.0682, 0.0645, -0.1155, -0.2647, -0.2279, -0.2263, -0.2661, -0.1093, 0.0660, 0.0727, 0.0689, 0.0997, 0.1057, 0.0867, 0.1107, 0.1032, 0.1013, 0.1048, 0.0994, 0.0698, 0.0715, 0.0593, -0.1124, -0.2709, -0.2293, -0.2289, -0.2691, -0.1146, 0.0646, 0.0685, 0.0745, 0.0979, 0.1037, 0.0939, 0.1093, 0.1088, 0.1002, 0.1039, 0.0986, 0.0749, 0.0711, 0.0554, -0.1130, -0.2713, -0.2289, -0.2316, -0.2687, -0.1094, 0.0644, 0.0681, 0.0742, 0.0979, 0.1033, 0.1010, 0.1093, 0.0975, 0.1011, 0.1014, 0.0983, 0.0703, 0.0694, 0.0652], "smiles": "C#CCCCB([PH2]=N)B(O)O.CCCCCC.CCCCCC.CCCCCC.CCCCCC.CCCCCC.CCCCCC.CCCCCC", "lumo_ev": -0.87, "e_homo_ev": -8.10, "orbital_gap_ev": 7.2}

Record 2
{"formula": "C47H114ClN3O7P2", "method": "the ωB97M-V functional and the def2-TZVPD basis", "species": ["Cl", "O", "O", "O", "O", "C", "C", "C", "C", "P", "C", "C", "C", "C", "C", "C", "C", "C", "C", "C", "C", "C", "H", "H", "H", "H", "H", "H", "H", "H", "H", "H", "H", "H", "H", "H", "H", "H", "H", "H", "H", "H", "H", "H", "H", "H", "H", "H", "H", "H", "H", "H", "H", "H", "H", "H", "H", "H", "C", "C", "C", "C", "P", "C", "C", "C", "C", "C", "C", "C", "C", "C", "C", "C", "C", "H", "H", "H", "H", "H", "H", "H", "H", "H", "H", "H", "H", "H", "H", "H", "H", "H", "H", "H", "H", "H", "H", "H", "H", "H", "H", "H", "H", "H", "H", "H", "H", "H", "H", "H", "H", "C", "N", "C", "C", "C", "C", "O", "H", "H", "H", "H", "H", "H", "H", "H", "H", "H", "H", "H", "H", "H", "C", "N", "C", "C", "C", "C", "O", "H", "H", "H", "H", "H", "H", "H", "H", "H", "H", "H", "H", "H", "H", "C", "N", "C", "C", "C", "C", "O", "H", "H", "H", "H", "H", "H", "H", "H", "H", "H", "H", "H", "H", "H"], "coordinates": [[-16.917, 13.502, -11.487], [-18.050, 12.736, -11.122], [-16.248, 13.811, -10.238], [-16.176, 12.582, -12.315], [-17.326, 14.706, -12.183], [-20.275, 15.183, -4.002], [-18.831, 15.544, -3.709], [-17.873, 14.380, -3.725], [-16.424, 14.738, -3.444], [-15.264, 13.320, -3.309], [-15.499, 12.197, -4.672], [-15.303, 12.917, -6.058], [-15.740, 11.970, -7.228], [-17.276, 11.729, -7.094], [-13.451, 13.821, -3.261], [-12.396, 12.884, -4.031], [-10.937, 13.496, -4.034], [-10.411, 13.901, -2.585], [-15.710, 12.266, -1.816], [-14.552, 11.382, -1.224], [-14.365, 10.022, -1.796], [-13.105, 9.452, -1.053], [-20.876, 14.956, -3.122], [-20.458, 14.443, -4.781], [-20.751, 16.042, -4.477], [-18.789, 16.008, -2.724], [-18.366, 16.213, -4.433], [-18.005, 13.757, -4.610], [-18.140, 13.761, -2.868], [-16.490, 15.275, -2.498], [-16.046, 15.406, -4.219], [-16.466, 11.698, -4.605], [-14.797, 11.374, -4.540], [-14.237, 13.140, -6.082], [-15.866, 13.849, -6.106], [-15.126, 11.070, -7.239], [-15.416, 12.500, -8.124], [-17.914, 12.551, -6.769], [-17.635, 10.912, -6.469], [-17.623, 11.508, -8.103], [-13.127, 13.823, -2.220], [-13.437, 14.874, -3.542], [-12.576, 12.690, -5.088], [-12.527, 11.959, -3.471], [-11.031, 14.350, -4.705], [-10.371, 12.694, -4.508], [-9.347, 14.137, -2.560], [-10.614, 13.015, -1.984], [-10.854, 14.823, -2.209], [-16.565, 11.643, -2.078], [-16.065, 12.892, -0.997], [-14.854, 11.116, -0.211], [-13.616, 11.931, -1.329], [-14.189, 9.952, -2.869], [-15.198, 9.356, -1.572], [-12.272, 10.141, -1.195], [-12.938, 8.436, -1.413], [-13.277, 9.474, 0.023], [-13.473, 16.232, -13.582], [-13.840, 16.535, -12.161], [-13.631, 15.471, -11.082], [-12.194, 14.932, -10.966], [-11.983, 13.557, -9.836], [-12.813, 12.070, -10.325], [-12.435, 11.458, -11.691], [-13.357, 10.329, -12.172], [-13.030, 9.785, -13.559], [-12.645, 14.176, -8.231], [-11.927, 15.401, -7.627], [-12.709, 16.149, -6.500], [-14.022, 16.817, -6.850], [-10.229, 13.063, -9.430], [-9.153, 14.119, -9.346], [-7.878, 13.776, -8.524], [-8.229, 13.450, -7.075], [-14.164, 15.518, -14.032], [-12.454, 15.871, -13.721], [-13.492, 17.077, -14.269], [-14.920, 16.681, -12.170], [-13.349, 17.476, -11.914], [-14.283, 14.730, -11.544], [-14.062, 15.719, -10.112], [-11.539, 15.664, -10.495], [-11.653, 14.694, -11.882], [-13.882, 12.281, -10.284], [-12.625, 11.499, -9.415], [-11.413, 11.099, -11.813], [-12.543, 12.321, -12.348], [-14.380, 10.704, -12.172], [-13.222, 9.568, -11.404], [-13.926, 9.340, -13.992], [-12.360, 8.926, -13.545], [-12.736, 10.617, -14.199], [-12.476, 13.314, -7.585], [-13.732, 14.255, -8.242], [-11.695, 16.124, -8.408], [-10.977, 15.053, -7.222], [-12.066, 16.843, -5.959], [-13.029, 15.472, -5.708], [-14.684, 15.977, -7.061], [-14.171, 17.556, -7.637], [-14.627, 17.136, -6.002], [-9.904, 12.441, -10.264], [-10.205, 12.358, -8.599], [-9.561, 15.030, -8.908], [-8.806, 14.391, -10.342], [-7.164, 14.597, -8.589], [-7.320, 12.944, -8.953], [-8.911, 12.607, -6.963], [-8.724, 14.325, -6.653], [-7.347, 13.198, -6.486], [-17.554, 16.314, -7.896], [-19.084, 16.318, -8.113], [-19.356, 16.213, -9.624], [-19.725, 15.112, -7.357], [-19.800, 17.565, -7.524], [-18.936, 18.858, -7.777], [-18.816, 19.072, -9.147], [-17.148, 15.415, -8.361], [-17.272, 16.266, -6.844], [-16.969, 17.086, -8.394], [-20.398, 16.490, -9.783], [-19.209, 15.239, -10.091], [-18.671, 16.941, -10.058], [-20.797, 15.283, -7.448], [-19.407, 15.224, -6.320], [-19.509, 14.079, -7.629], [-19.908, 17.544, -6.440], [-20.788, 17.704, -7.963], [-18.003, 18.804, -7.216], [-19.395, 19.760, -7.373], [-17.972, 19.525, -9.210], [-17.721, 16.039, -19.582], [-17.233, 16.410, -18.208], [-15.731, 16.866, -18.296], [-18.153, 17.531, -17.649], [-17.384, 15.045, -17.324], [-16.694, 15.047, -15.962], [-17.347, 15.858, -15.067], [-18.804, 15.918, -19.553], [-17.245, 15.164, -20.026], [-17.616, 16.993, -20.097], [-15.248, 16.023, -18.790], [-15.298, 17.121, -17.329], [-15.609, 17.803, -18.839], [-17.931, 18.441, -18.208], [-17.987, 17.631, -16.577], [-19.209, 17.344, -17.842], [-16.901, 14.247, -17.887], [-18.441, 14.779, -17.348], [-15.633, 15.276, -16.068], [-16.778, 13.998, -15.679], [-17.215, 15.557, -14.165], [-19.720, 11.135, -15.489], [-20.187, 11.782, -14.126], [-19.521, 10.796, -13.160], [-19.559, 13.181, -13.980], [-21.728, 11.739, -14.114], [-22.428, 12.996, -14.851], [-22.068, 13.166, -16.227], [-20.189, 10.161, -15.630], [-18.638, 11.049, -15.591], [-20.053, 11.894, -16.197], [-19.797, 11.086, -12.147], [-18.460, 11.020, -13.272], [-19.638, 9.730, -13.355], [-19.853, 13.540, -12.994], [-19.735, 13.831, -14.837], [-18.472, 13.096, -14.002], [-22.119, 11.735, -13.096], [-22.037, 10.774, -14.517], [-22.440, 13.941, -14.307], [-23.481, 12.717, -14.866], [-22.237, 14.066, -16.515]], "lowdin_charge": [0.6213, -0.3642, -0.3699, -0.3410, -0.3586, -0.0930, -0.2574, -0.2748, -0.2623, 1.0681, -0.2753, -0.2276, -0.1971, -0.0798, -0.2208, -0.2051, -0.2064, -0.0626, -0.2160, -0.2525, -0.2758, -0.0761, 0.0960, 0.0638, 0.0695, 0.1284, 0.0915, 0.0961, 0.1202, 0.1145, 0.0794, 0.0951, 0.0936, 0.0569, 0.0851, 0.1164, 0.0658, 0.0430, 0.0805, 0.0704, 0.0802, 0.0766, 0.0740, 0.0930, 0.0780, 0.1013, 0.0756, 0.0738, 0.0710, 0.0956, 0.0951, 0.1296, 0.0876, 0.0887, 0.1180, 0.0657, 0.0832, 0.0829, -0.1013, -0.2576, -0.2150, -0.2506, 1.0320, -0.2719, -0.2254, -0.2567, -0.0899, -0.2532, -0.1917, -0.2255, -0.1097, -0.2350, -0.2480, -0.2248, -0.1065, 0.0611, 0.0757, 0.0817, 0.1030, 0.1157, 0.0800, 0.1026, 0.0896, 0.1022, 0.0859, 0.1003, 0.1195, 0.1015, 0.0866, 0.1154, 0.0713, 0.0831, 0.0768, 0.0792, 0.0725, 0.1035, 0.0869, 0.1204, 0.0727, 0.0310, 0.0830, 0.0718, 0.0984, 0.0956, 0.0858, 0.1176, 0.1180, 0.1143, 0.0560, 0.0647, 0.0872, 0.0058, -0.2618, 0.0301, 0.0304, -0.0518, -0.2405, -0.0400, 0.0859, 0.0886, 0.1012, 0.1104, 0.0890, 0.0954, 0.1155, 0.0494, 0.1024, 0.1260, 0.1402, 0.1152, 0.1363, 0.1093, -0.0087, -0.2959, 0.0477, 0.0339, -0.0443, -0.2727, -0.0421, 0.1065, 0.1181, 0.1136, 0.1113, 0.0965, 0.1102, 0.1088, 0.0936, 0.1045, 0.1289, 0.1304, 0.1115, 0.1241, 0.0544, 0.0290, -0.2896, 0.0028, 0.0151, -0.0392, -0.1889, -0.0701, 0.1130, 0.1060, 0.0830, 0.0987, 0.0875, 0.1176, 0.1062, 0.0974, 0.0714, 0.1319, 0.1341, 0.1189, 0.1220, 0.0968], "total_charge": 4, "lumo_ev": -6.98, "e_homo_ev": -17.67, "orbital_gap_ev": 10.7}